The following is a quantum chemistry calculation of a molecular structure, C34H50BFN11S3Ti in a non-equilibrium geometry, from the Open Molecules 2025 dataset.

Summary:
**Kohn-Sham gap (spin up / spin down)**: 4.3667 / 6.0068 eV
**Max |F|**: 0.0612 Eh/bohr
**<S²>**: 2.011
**2S+1**: 3
**Net charge**: -1
**HOMO (spin up / spin down)**: -2.182 / -3.827 eV
**Relative energy (zero: lowest compared OMol25 entry of this formula, charge and spin)**: 138.8 kJ/mol

CARTESIAN COORDINATES (ANGSTROEM)
C  -0.852  -0.210  4.848
C  1.319  2.088  0.818
H  2.127  1.080  3.705
H  -1.134  2.324  -7.325
H  -3.425  5.414  0.594
C  -1.232  -3.646  -3.955
Ti  0.597  -0.262  -0.408
C  -4.256  1.774  1.739
H  0.048  -0.178  5.465
C  -1.539  4.713  -0.258
C  -4.487  2.795  0.619
H  -6.262  3.562  1.525
C  -2.793  4.634  0.217
H  -2.697  -1.294  4.768
C  -0.048  -3.743  -4.699
H  -1.498  3.629  -5.594
H  -0.897  -2.602  -0.110
H  -3.577  2.193  2.486
C  -1.204  -3.227  -2.647
H  -6.224  1.791  -0.184
H  5.322  2.694  1.323
C  -0.922  -0.102  2.338
H  -0.796  -2.944  4.687
H  -4.697  1.347  -0.973
C  3.572  1.724  2.224
N  -0.437  -0.553  3.513
N  -0.100  -0.514  1.390
C  -2.034  -0.171  -5.123
H  -1.285  0.792  4.817
B  0.226  3.189  -1.298
C  4.658  2.812  2.179
S  0.168  2.613  1.951
N  -3.184  3.304  0.137
H  -2.044  0.838  -7.599
H  0.861  0.955  -6.702
H  0.727  -0.358  -5.518
C  -1.848  -1.204  5.453
N  -0.094  2.801  -2.773
H  -5.448  2.914  -1.319
H  -3.037  -1.362  7.257
N  0.730  -1.185  3.276
C  -0.089  -4.094  -6.071
H  -2.948  0.329  -4.793
H  -0.391  -2.524  6.352
H  4.883  0.172  2.959
C  -1.037  3.187  -4.731
H  -5.504  4.715  0.428
F  2.365  -0.682  -0.479
H  3.657  1.676  4.352
C  -1.776  1.580  -6.848
N  -1.137  3.454  -0.628
C  4.223  0.341  2.104
N  -0.132  -4.356  -7.195
H  -1.599  -0.686  -4.273
N  -0.704  1.847  -4.660
C  3.332  1.962  -0.194
H  3.464  -0.432  2.080
C  2.423  2.104  -1.151
H  -5.203  1.520  2.219
H  2.137  -2.789  -2.276
C  -2.344  -0.660  6.791
C  -1.061  0.855  -5.709
H  -2.856  0.295  6.664
N  2.698  1.937  1.038
C  -5.305  3.954  1.184
H  -2.284  -0.910  -5.887
C  1.196  -3.041  -2.752
H  2.560  2.191  -2.213
C  -2.138  2.583  -0.385
H  0.901  -2.760  -0.095
H  0.808  4.249  -1.330
C  0.005  -2.880  -1.998
H  -2.694  2.059  -6.503
H  2.440  2.811  3.728
H  -1.943  -3.298  5.993
C  -5.264  2.169  -0.543
H  5.262  2.758  3.086
N  0.900  -1.182  2.012
C  2.893  1.835  3.586
H  -0.882  5.560  -0.345
H  -0.087  -0.502  -7.077
C  0.195  0.194  -6.286
H  4.807  0.256  1.187
H  -1.862  0.395  2.206
H  -2.130  -3.148  -2.088
H  4.194  3.798  2.128
N  1.146  2.163  -0.573
S  0.577  0.159  -2.922
C  -0.665  3.762  -3.578
H  -4.805  4.415  2.038
H  -2.174  -3.895  -4.430
H  -3.817  0.870  1.323
H  4.392  1.816  -0.290
H  -0.763  4.783  -3.252
C  1.169  -3.444  -4.062
H  -1.503  -0.510  7.472
C  -0.109  1.619  -3.436
C  0.032  -2.394  -0.646
H  2.086  -3.513  -4.635
C  -1.208  -2.579  5.628
S  -2.081  0.922  -0.719



The following is a quantum chemistry calculation of a molecular structure, C34H50N13OSTi in a non-equilibrium geometry, from the Open Molecules 2025 dataset.

Summary:
**Kohn-Sham gap**: 3.8683 eV
**Max |F|**: 0.0938 Eh/bohr
**2S+1**: 1
**Net charge**: +3
**HOMO**: -13.608 eV

CARTESIAN COORDINATES (ANGSTROEM)
N  -1.464  2.391  2.652
H  3.749  -3.729  2.244
H  -4.098  0.933  -3.385
C  0.061  -2.421  -2.330
H  2.055  -0.717  3.536
H  -1.212  -2.353  -5.168
H  -1.991  -3.688  -4.318
C  3.601  -2.122  0.791
H  3.442  2.314  3.746
C  3.104  -2.923  1.840
H  4.601  -2.266  0.481
N  -3.305  -1.045  2.530
C  1.725  -2.937  2.157
C  5.579  3.313  -4.727
H  0.868  -2.867  -1.728
N  1.558  2.582  0.843
H  -1.415  -0.003  2.806
C  -0.112  -4.321  2.869
C  -1.498  -2.715  -4.220
C  -2.474  2.736  1.919
S  -0.575  1.359  -2.634
H  2.287  4.504  1.134
H  7.012  2.885  -6.389
C  0.575  -3.855  -4.216
H  1.045  -3.419  -5.167
H  -1.882  -0.903  4.256
C  -1.187  3.099  3.712
N  -3.816  -1.850  0.454
O  -0.687  -1.568  -1.674
H  -5.610  -1.386  -0.504
H  -2.122  -1.913  -3.727
H  -2.537  -2.944  -0.773
C  -2.286  1.066  -2.376
H  -5.364  -1.039  3.034
C  1.624  3.786  1.671
C  1.084  2.857  -0.498
H  -2.746  0.555  3.782
C  6.147  2.647  -5.757
H  5.797  -0.444  -5.716
C  -0.590  -2.276  1.504
H  4.112  0.773  3.240
H  4.007  2.210  2.056
N  -0.250  -2.899  -3.529
N  -2.820  0.705  -1.204
C  4.330  1.614  -4.999
C  -3.130  4.528  3.459
C  -0.970  -3.487  2.127
C  1.699  0.313  3.630
C  -2.303  -0.332  3.389
H  -4.587  -2.720  3.172
H  2.174  0.659  4.567
H  -5.689  -1.138  1.211
N  -2.127  1.338  -0.038
H  -2.051  -3.728  2.241
C  1.229  -4.016  2.966
H  -0.324  2.692  4.215
C  -3.407  3.776  2.303
H  -0.505  -5.182  3.416
H  4.598  -0.095  -7.157
Ti  -0.695  0.003  -0.481
N  0.847  0.357  0.757
H  1.258  2.026  -1.197
H  -3.993  -2.133  -1.582
C  1.466  -0.957  0.822
C  2.752  -1.118  0.337
C  -1.881  4.249  4.114
H  -4.253  -1.383  4.367
C  -2.871  -1.600  1.384
C  3.531  1.626  2.860
H  -0.013  -4.736  -4.521
C  -4.442  -1.572  3.286
H  0.641  4.231  1.705
C  0.825  -1.962  1.507
H  3.108  -0.348  -0.360
C  1.541  1.382  1.374
C  -2.881  2.242  0.633
H  -4.740  0.014  0.244
C  -5.029  -1.023  0.344
H  2.004  3.588  2.655
H  1.512  3.783  -0.866
H  6.318  0.267  -7.313
H  0.034  2.955  -0.532
N  2.166  1.217  2.586
H  -1.480  4.899  4.872
N  -1.567  -1.472  0.920
H  1.478  -4.140  -3.623
H  -2.845  1.538  -4.302
H  -4.284  -3.660  -0.568
C  5.532  0.202  -6.592
H  0.609  0.297  3.674
N  -3.102  1.065  -3.439
H  5.852  4.230  -4.330
H  1.933  -4.552  3.577
H  -4.272  3.972  1.666
H  -3.848  2.596  0.292
N  4.467  2.658  -4.219
H  -3.791  5.292  3.845
N  5.283  1.486  -5.951
C  -3.614  -2.716  -0.701
H  3.514  0.864  -4.959



The following is a quantum chemistry calculation of a molecular structure, C34H51CaN2O3SeSi, from the Open Molecules 2025 dataset.

Summary:
**Kohn-Sham gap**: 7.2571 eV
**Max |F|**: 0.0027 Eh/bohr
**2S+1**: 1
**Net charge**: -1
**HOMO**: -4.604 eV
**Relative energy (zero: lowest compared OMol25 entry of this formula, charge and spin)**: 0.0 kJ/mol

CARTESIAN COORDINATES (ANGSTROEM)
C  -4.281  0.358  -2.459
N  -2.357  -0.511  -0.712
H  0.310  -0.289  -4.338
H  -2.273  1.523  4.580
H  -3.415  -5.089  -3.730
C  -2.406  -5.275  -4.110
H  -0.216  4.971  0.859
H  4.775  3.684  -0.020
Si  -0.869  3.138  -0.713
H  2.675  4.286  0.514
H  3.367  -2.279  2.507
H  -2.451  -5.212  -5.199
H  -1.715  4.184  1.374
O  -0.743  -1.830  2.086
C  -1.898  0.498  4.546
Se  1.617  -1.125  -1.721
C  3.819  1.847  0.599
H  5.889  -0.148  -0.257
C  -0.642  -0.592  -3.897
H  -2.134  -6.296  -3.840
H  -0.829  0.098  -3.073
H  1.282  3.992  -1.662
C  -2.396  0.814  -1.025
H  -1.944  3.904  -2.851
C  -3.406  0.035  2.600
C  0.387  -3.740  -2.013
C  3.642  -1.819  1.562
C  -3.237  -1.383  -1.220
C  -1.445  -2.954  -3.939
C  0.838  3.008  -1.479
C  3.373  -0.333  1.552
H  -5.041  0.700  -3.153
C  1.344  -4.214  -0.955
H  4.687  0.329  -1.461
H  -4.044  -0.598  3.215
H  3.889  2.870  -1.306
C  -1.423  -4.285  -3.542
C  3.017  2.448  1.580
H  -3.448  2.306  -2.200
H  -0.164  3.391  1.656
H  0.998  -0.105  3.963
H  4.536  -1.213  -0.669
C  4.520  2.706  -0.426
H  3.706  4.475  1.929
N  -1.472  1.571  -0.409
H  5.443  2.243  -0.767
H  0.565  2.129  3.586
H  1.276  -5.296  -0.831
C  -0.573  -2.011  -3.408
C  1.899  -0.584  3.590
H  -2.111  -3.189  -1.089
H  1.837  3.336  3.812
C  4.822  -0.178  -0.507
H  -4.920  -1.718  -2.504
H  -3.096  -2.849  0.329
H  0.792  2.466  -2.427
H  4.702  -2.017  1.397
C  -0.496  -4.657  -2.582
H  -0.868  0.494  4.905
H  -2.168  -2.632  -4.683
Ca  -0.212  -0.462  0.404
H  2.564  -0.750  4.444
H  3.089  -2.318  0.761
H  1.126  -3.745  0.009
H  1.511  2.444  -0.826
C  -1.509  -1.521  3.060
H  -1.402  5.257  -1.857
H  -3.862  -3.440  -1.166
C  2.567  0.261  2.529
H  2.370  -3.941  -1.208
C  -3.077  -2.801  -0.762
C  -1.976  -0.033  3.123
H  -2.489  -0.135  5.205
C  2.414  1.658  2.562
C  1.642  2.272  3.707
H  1.965  4.272  2.109
H  -2.901  4.418  -1.451
H  -1.437  -0.478  -4.636
H  1.588  -1.554  3.211
O  -1.948  -2.271  3.926
H  -0.462  -5.690  -2.248
H  -3.776  1.064  2.646
C  -1.884  4.275  -1.825
O  -1.113  0.773  2.292
H  -1.616  1.280  1.623
C  -4.224  -0.994  -2.103
C  2.830  3.947  1.539
C  3.983  0.463  0.572
C  -0.724  4.007  0.947
H  1.925  1.802  4.651
C  0.361  -2.399  -2.430
C  -3.394  1.261  -1.935
H  -3.455  -0.311  1.567



The following is a quantum chemistry calculation of a molecular structure, C34H51CdN4OP2 in a non-equilibrium geometry, from the Open Molecules 2025 dataset.

Summary:
**Kohn-Sham gap (spin up / spin down)**: 5.8385 / 5.8402 eV
**Max |F|**: 0.0983 Eh/bohr
**2S+1**: 1
**Net charge**: +1
**HOMO (spin up / spin down)**: -8.382 / -8.383 eV
**Relative energy (zero: lowest compared OMol25 entry of this formula, charge and spin)**: 137.8 kJ/mol

CARTESIAN COORDINATES (ANGSTROEM)
H  5.012  -0.495  3.250
C  4.407  1.857  -1.050
H  2.954  0.367  -2.912
H  -2.380  -2.418  1.800
C  1.193  1.009  -1.430
C  5.712  -0.296  -0.961
H  3.442  2.330  -1.264
H  -5.870  -2.210  0.441
H  -5.226  -1.723  2.652
H  5.699  -1.381  -1.123
H  -2.532  -2.244  -3.255
H  2.816  -2.009  -1.419
H  -2.967  3.851  -0.337
C  0.643  -2.843  -2.198
H  5.413  0.282  1.707
H  3.011  -1.874  3.542
C  2.572  -1.489  2.607
H  0.642  3.945  -5.864
C  0.870  1.928  -5.124
H  1.529  -3.455  -2.342
C  -1.526  -1.309  -1.614
C  -2.664  -0.295  -1.405
C  -4.035  -1.240  0.942
C  -1.076  -2.084  4.944
C  -3.194  -2.525  1.068
H  0.557  4.977  -3.570
H  5.151  2.263  -1.750
H  0.700  3.493  -1.575
H  -3.848  -0.674  3.064
N  -1.372  -0.776  5.321
H  6.111  -0.081  0.036
H  1.958  -0.621  2.879
C  -5.018  1.910  -0.117
C  0.666  3.896  -3.700
H  -4.841  -1.967  -0.981
H  -5.703  1.378  0.560
C  0.934  1.105  -3.991
H  -1.157  -2.926  5.608
C  4.527  -2.362  1.307
H  -0.622  -3.881  -3.609
C  -0.688  -2.021  3.642
H  -1.690  -0.455  6.232
N  -0.737  -0.692  3.221
H  -5.295  0.005  2.245
C  -1.162  0.032  4.261
H  0.971  0.015  -4.079
H  -2.405  0.617  -1.972
H  -2.440  2.491  2.185
H  3.931  -3.132  0.799
P  2.990  -0.249  0.041
H  -5.110  1.492  -1.132
C  0.761  3.073  -2.580
C  0.750  -1.753  -1.290
C  4.584  -0.057  2.337
C  -0.074  2.257  2.484
H  -2.889  2.601  -1.597
H  3.988  0.821  2.620
P  -2.881  0.149  0.360
N  0.922  1.223  -0.260
C  3.949  -0.004  -2.664
O  0.549  3.087  2.974
H  -1.621  2.686  -0.339
H  6.422  0.127  -1.688
C  -0.531  -3.065  -2.896
H  5.402  -2.134  0.690
C  0.720  3.316  -4.976
C  0.959  1.695  -2.708
C  4.342  0.334  -1.222
H  -5.755  -0.592  -0.282
C  2.078  -1.278  -1.042
Cd  -0.508  0.169  1.163
H  -2.763  -2.836  0.105
H  4.709  2.136  -0.032
C  -1.618  -2.222  -2.661
H  -3.858  -3.330  1.418
C  -3.566  1.897  0.379
C  -5.185  -1.500  -0.048
H  -4.049  1.791  2.532
H  -3.921  3.435  1.853
H  -1.300  1.111  4.302
H  4.658  0.475  -3.353
C  -2.701  2.798  -0.531
C  3.708  -1.115  1.646
H  1.910  -2.268  2.208
H  -5.355  2.959  -0.160
H  -3.599  -0.668  -1.849
C  -3.484  2.423  1.831
H  -0.363  -2.814  2.983
H  4.905  -2.788  2.249
N  -0.433  -1.191  -0.847
C  -4.625  -0.866  2.310
H  0.938  1.482  -6.126
H  3.971  -1.080  -2.867



The following is a quantum chemistry calculation of a molecular structure, C34H51Cl3FN7O7PS2Ti, from the Open Molecules 2025 dataset.

Summary:
**Kohn-Sham gap (spin up / spin down)**: 3.4099 / 5.5627 eV
**Max |F|**: 0.0046 Eh/bohr
**<S²>**: 2.035
**2S+1**: 3
**Net charge**: -1
**HOMO (spin up / spin down)**: -3.152 / -5.313 eV
**Relative energy (zero: lowest compared OMol25 entry of this formula, charge and spin)**: 262.8 kJ/mol

CARTESIAN COORDINATES (ANGSTROEM)
Cl  -4.346  0.177  2.941
C  -3.375  -1.097  -0.171
H  9.024  2.062  -1.734
S  2.227  -1.746  -2.320
H  6.680  0.243  -3.443
C  -6.591  -0.043  -4.583
H  -4.905  -0.858  -5.695
H  -3.031  -0.077  -0.016
H  -1.465  -2.818  -1.873
C  -0.738  3.801  -1.328
N  4.913  -3.347  -6.797
C  -6.996  -1.237  -3.720
O  1.633  1.871  -1.402
H  -3.671  -3.871  -0.068
C  -1.307  0.382  2.628
H  6.782  -2.433  -7.019
H  5.998  -3.548  -5.013
H  -3.060  -2.226  1.657
C  -1.994  0.120  3.812
C  -2.526  -2.873  -1.607
C  3.648  1.963  -0.115
O  1.963  -0.579  0.296
H  -0.109  -0.776  -3.439
C  -0.821  3.333  -2.778
Cl  -1.869  -1.486  4.419
H  -5.708  -2.353  -2.334
C  5.048  1.226  -2.442
C  3.663  1.559  -2.515
H  1.956  1.718  -3.858
H  -0.902  0.742  -3.862
H  -7.141  0.026  -5.522
C  -0.948  2.651  -0.342
N  5.299  -0.932  -5.370
O  3.599  2.592  2.162
C  -1.355  -1.683  -6.082
C  3.625  0.776  -4.771
H  -3.035  -3.511  -2.339
O  -3.160  0.894  -2.482
Cl  -2.008  1.391  4.972
H  4.543  -1.975  -3.723
C  -5.819  -1.354  -2.758
H  0.640  -0.863  -5.621
O  0.035  -0.428  -0.996
C  7.961  2.294  -1.816
H  3.415  -1.893  -5.060
N  -4.660  -1.014  -3.598
H  -4.444  -1.122  0.063
F  2.914  0.473  -5.903
C  5.663  0.603  -3.509
H  -0.824  -2.507  -6.563
C  2.946  1.819  -1.350
C  2.991  1.424  -3.766
O  1.670  2.024  1.204
H  3.942  -3.182  -7.074
C  -2.693  -3.393  -0.179
C  5.765  -2.237  -7.354
N  -0.751  0.607  1.641
H  -2.784  4.497  -1.237
H  -6.749  0.882  -4.024
H  5.870  -0.110  -7.192
Ti  0.493  1.203  -0.047
C  7.132  1.230  -1.110
H  -7.945  -1.099  -3.202
C  4.961  -3.358  -5.286
C  2.969  2.215  1.196
H  -1.917  -4.113  0.078
H  -1.636  5.739  -1.764
H  -0.717  4.178  -3.465
O  0.655  -2.629  -0.114
N  -3.123  -1.537  -1.557
C  -2.106  -2.144  -4.828
H  -1.860  2.087  -0.591
H  7.364  1.220  -0.047
H  -1.576  -1.833  0.769
S  1.200  -1.418  -0.666
H  -1.780  2.842  -2.960
H  -7.067  -2.139  -4.335
H  7.785  3.270  -1.363
H  -0.517  0.332  -6.186
H  -1.543  -2.945  -4.328
H  7.701  2.358  -2.872
C  5.243  -0.919  -6.815
C  -1.779  4.896  -1.081
H  -0.027  2.618  -2.999
H  -3.114  -2.507  -5.026
H  -1.723  5.271  -0.057
H  4.319  -4.163  -4.933
H  5.708  -2.289  -8.441
C  -0.825  -0.311  -4.119
H  -4.545  0.672  -4.882
H  -1.073  3.041  0.676
H  5.194  -4.249  -7.177
C  4.992  1.812  -0.120
H  5.549  1.936  0.798
C  -2.621  -2.122  0.666
H  -2.067  -1.280  -6.805
H  7.363  0.232  -1.491
N  -2.141  -0.942  -4.019
H  4.229  -0.755  -7.211
C  4.484  -2.010  -4.811
C  4.939  0.297  -4.693
P  -3.240  -0.538  -2.848
N  5.702  1.466  -1.230
C  -0.409  -0.568  -5.580
H  0.255  4.233  -1.159
C  -5.093  -0.267  -4.789
H  -5.941  -0.650  -1.927